Density functional theory data (the ωB97M-V functional and the def2-TZVPD basis) for an isolated ion of composition C3H2BrN2O2S and charge -1 at a distorted geometry.

Computed properties:
E_HOMO = -4.428 eV
total energy = -3347.72844 Ha
energy above the lowest of the compared OMol25 structures with the same formula, charge and spin = 27.2 kcal/mol
charge = -1

Positions of all 11 atoms, in Å:
C: 0.66961 -1.60536 -0.34769
C: -1.30034 -0.94816 0.09239
C: -0.48836 0.37835 -0.13157
N: -0.53946 -2.07730 -0.05321
N: 0.72870 -0.25105 -0.38013
O: -0.19538 2.57638 1.56156
O: 1.33853 2.24852 -0.41216
S: -0.09647 2.33283 0.01972
Br: -3.12141 -1.07823 0.47579
H: 1.59693 -2.09376 -0.44665
H: 1.40766 0.51778 -0.37805

=====

Density functional theory data (the ωB97M-V functional and the def2-TZVPD basis) for C5H10O2 as an isolated structure.

Computed properties:
E_HOMO = -8.388 eV
total energy = -346.83307 Ha
energy above the lowest of the compared OMol25 structures with the same formula, charge and spin = 120.7 kcal/mol

Positions of all 17 atoms, in Å:
O: -2.09325 2.11404 -0.73084
C: -0.78635 1.62862 -0.90412
C: -0.70228 0.19495 -0.36701
C: 0.93220 -0.24328 -0.60943
C: 0.96409 -1.46003 0.18130
C: 0.60931 -1.28664 1.53958
O: -1.04458 0.12966 0.90887
H: -2.32382 1.81386 0.16227
H: -0.05487 2.24719 -0.35588
H: -0.54939 1.67279 -1.97276
H: -1.26931 -0.47777 -1.04690
H: 1.46231 0.58708 -0.13824
H: 1.19965 -0.34824 -1.66730
H: 1.84409 -1.67971 1.15318
H: 0.73446 -2.41682 -0.29434
H: 0.83884 -0.35055 2.02522
H: 0.23890 -2.12514 2.11639

=====

Density functional theory data (the ωB97M-V functional and the def2-TZVPD basis) for the molecule C5H10O at a distorted geometry.

Computed properties:
SMILES = CCC1COC1
E_HOMO = -9.638 eV
total energy = -271.63405 Ha
energy above the lowest of the compared OMol25 structures with the same formula, charge and spin = 74.4 kcal/mol

Positions of all 16 atoms, in Å:
C: -1.29057 -0.71380 1.43413
C: -0.88499 -0.57713 -0.03820
C: -0.06187 0.62609 -0.36049
C: 0.76628 0.48036 -1.63462
O: 1.99292 0.71234 -0.92980
C: 1.31368 0.71361 0.33329
H: -2.30358 -1.04676 1.69576
H: -0.85093 -0.04163 2.18413
H: -0.60361 -1.55061 1.18689
H: -1.72773 -0.78620 -0.69054
H: -0.12460 -1.50990 -0.26608
H: -0.63543 1.55396 -0.28641
H: 0.58006 1.21719 -2.41878
H: 0.72921 -0.53463 -2.06200
H: 1.52009 1.62223 0.91185
H: 1.58106 -0.16513 0.94088

=====

Density functional theory data (the ωB97M-V functional and the def2-TZVPD basis) for C4H7ClN2S as an isolated structure at a distorted geometry.

Computed properties:
E_HOMO = -8.819 eV
total energy = -1124.32484 Ha
energy above the lowest of the compared OMol25 structures with the same formula, charge and spin = 111.8 kcal/mol

Positions of all 15 atoms, in Å:
C: -0.04644 -0.69285 -1.62754
C: -0.74204 -1.48141 0.85849
C: 0.17568 -0.19168 0.72941
C: -0.26074 1.20713 1.29375
H: -1.82326 -1.62737 -2.13341
H: -0.88207 -1.43205 -3.51580
H: -0.26332 -2.59427 0.81888
H: -1.67324 -1.32842 1.48681
H: 1.25210 -0.35745 0.74028
H: -1.43581 1.48415 1.48344
H: 0.07309 2.01353 0.37628
N: -0.65272 -1.80687 -2.29387
N: -0.50353 -0.56836 -0.31466
S: 0.85404 0.47193 -2.29743
Cl: 0.26017 1.16885 2.83750

=====

Density functional theory data (the ωB97M-V functional and the def2-TZVPD basis) for the molecule C5H5NO.

Computed properties:
SMILES = C#CC(=O)[C@H]1CN1
E_HOMO = -10.068 eV
total energy = -323.40490 Ha
energy above the lowest of the compared OMol25 structures with the same formula, charge and spin = 72.0 kcal/mol

Positions of all 12 atoms, in Å:
C: 2.98927 -0.48940 -0.09908
C: 1.88228 -0.11776 0.21709
C: 0.53261 0.28233 0.64179
O: 0.26048 0.49359 1.81096
C: -0.47892 0.38448 -0.47364
C: -1.69179 -0.46240 -0.34583
N: -1.77286 0.95150 -0.06093
H: 3.97599 -0.82089 -0.35759
H: -0.10142 0.63855 -1.45769
H: -1.71217 -1.19611 0.45666
H: -2.15657 -0.75255 -1.28354
H: -1.72690 1.08865 0.95180

=====

Density functional theory data (the ωB97M-V functional and the def2-TZVPD basis) for a 13-piece molecular cluster, C48H115N13O10 overall at a distorted geometry.

Computed properties:
⟨S²⟩ = 0.750
E_HOMO (spin up / spin down) = 0.020 / -6.722 eV
total energy = -3362.02603 Ha
energy above the lowest of the compared OMol25 structures with the same formula, charge and spin = 59.5 kcal/mol
2S+1 = 2
charge = -1

Positions of all 186 atoms, in Å:
C: 17.92894 14.81694 6.93850
C: 19.40016 15.05644 7.21853
N: 19.77056 16.43684 7.62933
C: 19.48432 17.42108 6.58587
C: 19.84899 17.08113 5.18018
C: 21.15459 16.60246 8.11493
C: 21.41544 17.87763 9.02602
H: 17.77278 13.73988 6.99921
H: 17.58487 15.18572 5.97221
H: 17.23475 15.04100 7.74843
H: 19.75103 14.38678 8.00373
H: 19.96784 14.68576 6.36504
H: 18.42834 17.68954 6.55528
H: 19.92093 18.37865 6.86963
H: 19.17074 16.31104 4.81271
H: 19.76451 17.93211 4.50432
H: 20.89520 16.78407 5.10723
H: 21.84371 16.66489 7.27272
H: 21.34825 15.65211 8.61236
H: 20.49306 18.10302 9.56127
H: 21.74401 18.64078 8.32051
H: 22.28361 17.62908 9.63643
C: 15.39590 12.98083 4.53669
C: 16.10754 12.42031 3.26567
N: 15.24300 11.70166 2.35522
C: 14.72363 10.58617 3.17903
C: 13.59176 9.93176 2.39798
C: 15.89938 11.29146 1.06045
C: 16.28699 12.39591 0.19669
H: 14.42050 13.35458 4.22524
H: 15.93999 13.87098 4.85244
H: 15.29210 12.20129 5.29143
H: 16.63237 13.16705 2.66982
H: 16.96668 11.81714 3.55926
H: 15.58331 9.93898 3.35278
H: 14.26810 10.97959 4.08777
H: 14.01212 9.20660 1.70117
H: 12.87663 9.38969 3.01674
H: 13.04813 10.65699 1.79249
H: 15.11613 10.73763 0.54286
H: 16.75079 10.63766 1.24954
H: 15.46672 13.11306 0.16602
H: 16.48089 12.09197 -0.83197
H: 17.16383 12.97638 0.48357
C: 22.53510 11.68882 0.76392
C: 22.25197 12.00392 2.28058
N: 20.90736 12.46127 2.60392
C: 20.64079 13.74269 1.90928
C: 19.32910 14.34271 2.35364
C: 19.85829 11.52209 2.17118
C: 20.02679 10.08133 2.76633
H: 22.03038 10.76237 0.48998
H: 23.61049 11.51091 0.76285
H: 22.36833 12.53846 0.10180
H: 22.39799 11.08372 2.84627
H: 22.94361 12.60095 2.87495
H: 21.47675 14.43231 2.02625
H: 20.55219 13.63015 0.82873
H: 18.56797 13.82749 1.76771
H: 19.05702 14.30280 3.40839
H: 19.08976 15.36523 2.06166
H: 19.70491 11.46739 1.09341
H: 18.94798 11.93420 2.60663
H: 19.92326 10.19779 3.84514
H: 21.00026 9.65374 2.52631
H: 19.29574 9.34094 2.44151
C: 13.61587 4.14689 -0.87854
C: 13.82086 4.63612 0.51333
O: 14.86786 4.26880 1.02499
N: 12.75933 5.29025 0.97994
C: 12.90965 6.04526 2.22122
H: 13.80771 5.10188 -1.36773
H: 12.60134 3.82644 -1.11548
H: 14.25080 3.42850 -1.39706
H: 11.84236 5.10943 0.59711
H: 13.92245 6.24449 2.57145
H: 12.43270 5.56981 3.07828
H: 12.32733 6.94835 2.03839
C: 13.93644 8.63503 8.39672
C: 14.71508 9.80775 7.73949
O: 14.14480 10.88746 7.58416
N: 15.95363 9.51677 7.45416
C: 16.94657 10.29347 6.79444
H: 14.53898 7.84798 8.85016
H: 13.27164 8.25312 7.62193
H: 13.28482 8.92521 9.22091
H: 16.35993 8.91362 8.15504
H: 16.83899 10.10469 5.72632
H: 17.77300 10.14396 7.48926
H: 16.69066 11.34857 6.89121
C: 13.42131 18.63386 3.84990
C: 14.17019 17.25684 3.68064
O: 14.96858 16.82997 4.49986
N: 13.89744 16.56759 2.51597
C: 14.53460 15.27453 1.97245
H: 13.92352 19.33446 4.51701
H: 12.45298 18.33529 4.25152
H: 13.26584 19.16918 2.91324
H: 13.01599 16.79700 2.07947
H: 14.15994 15.47044 0.96779
H: 14.06087 14.34753 2.29545
H: 15.60703 15.24396 2.16496
C: 16.98545 15.65247 -1.30808
C: 16.83748 15.24315 -2.76089
O: 16.86149 14.04818 -3.15366
N: 16.80849 16.22711 -3.57108
C: 16.73028 16.30619 -5.04674
H: 16.03204 15.86732 -0.82545
H: 17.52679 16.59139 -1.19196
H: 17.52681 14.91808 -0.71166
H: 16.93374 17.12912 -3.13429
H: 17.28000 15.51085 -5.55008
H: 17.10234 17.28788 -5.33991
H: 15.72463 16.27381 -5.46592
C: 11.10319 14.56069 -0.29616
C: 10.90169 13.88939 -1.64197
O: 9.77613 13.91718 -2.22833
N: 11.85157 13.17470 -2.17528
C: 13.13685 12.84374 -1.56376
H: 10.05790 14.60809 0.00917
H: 11.47722 15.56365 -0.50181
H: 11.80390 14.11503 0.40989
H: 11.56657 12.53631 -2.90421
H: 13.71293 12.14103 -2.16578
H: 12.93272 12.47071 -0.56013
H: 13.73039 13.75638 -1.50979
C: 15.28759 7.48748 -1.99494
C: 15.72018 8.86066 -2.31656
O: 15.42810 9.83805 -1.67016
N: 16.47755 8.96425 -3.38871
C: 17.05912 10.29484 -3.79348
H: 16.06829 6.93841 -1.46849
H: 15.02006 6.94364 -2.90090
H: 14.35958 7.55535 -1.42725
H: 16.58364 8.14986 -3.97660
H: 17.32692 11.05074 -3.05522
H: 16.63044 10.74716 -4.68775
H: 18.03067 10.08847 -4.24249
C: 17.16510 7.38532 1.78869
C: 18.14101 6.45736 1.18241
O: 19.37984 6.76476 1.19013
N: 17.57383 5.38359 0.53112
C: 18.28235 4.34190 -0.17203
H: 16.15914 6.97874 1.68448
H: 17.31944 8.35418 1.31373
H: 17.38179 7.73059 2.79960
H: 16.56788 5.34196 0.61140
H: 19.19080 4.72903 -0.63352
H: 17.76318 3.82021 -0.97602
H: 18.62882 3.41098 0.27679
C: 14.12777 14.92434 7.52169
C: 12.71777 15.39376 7.08315
O: 11.94179 15.66335 7.97000
N: 12.51182 15.45938 5.76531
C: 11.26607 16.01519 5.10438
H: 14.59049 13.98461 7.22022
H: 14.12243 15.10270 8.59698
H: 14.79548 15.71149 7.17146
H: 13.20616 15.09710 5.12754
H: 11.40562 16.22880 4.04467
H: 10.93460 16.99979 5.43423
H: 10.46044 15.28398 5.03785
C: 9.32363 9.60560 3.95186
C: 9.50129 8.34494 4.70805
O: 9.70540 8.27787 5.90802
N: 9.37405 7.22342 3.94231
C: 9.60361 5.91856 4.45097
H: 10.30459 10.07954 3.98587
H: 8.59168 10.31168 4.34403
H: 9.04364 9.41003 2.91674
H: 8.93590 7.34962 3.04110
H: 8.77366 5.27823 4.15224
H: 9.70628 5.90693 5.53607
H: 10.48237 5.42269 4.03866
C: 7.97802 11.04218 7.71497
C: 9.22284 11.72662 7.39087
O: 9.41056 12.91706 7.68486
N: 10.08453 11.00080 6.66220
C: 11.27912 11.64510 6.15049
H: 7.90750 10.88854 8.79178
H: 7.82759 10.05199 7.28485
H: 7.08365 11.63498 7.52317
H: 9.94813 10.02104 6.45829
H: 11.91918 11.13467 5.43086
H: 11.89314 11.78876 7.03956
H: 11.08058 12.60486 5.67347